Density functional theory data (ωB97M-V/def2-TZVPD) for an isolated ion of composition C22H32NO3 and charge +1.

Values from the calculation:
- Electronic energy: -1137.719071 Ha
- Energy above the lowest of the compared OMol25 structures with the same formula, charge and spin: 140.14 kJ/mol
- Charge: +1
- Multiplicity: 1
- Kohn-Sham gap: 9.6 eV
- Structure (SMILES): CC[NH+](CC)CC#CCOC(=O)[C@](O)(c1ccccc1)C1CCCCC1

Element x y z (Å)
1 H -4.38 -0.36 1.47
2 C 1.54 -1.03 0.37
3 H -4.39 -1.68 -0.91
4 H 3.52 -1.62 1.00
5 H 4.11 3.94 -2.21
6 H 3.04 0.04 2.22
7 C 1.60 0.39 0.99
8 H 1.33 -2.03 2.26
9 C -4.09 0.51 0.87
10 H -2.27 -3.00 -1.44
11 C -3.70 0.81 -1.56
12 H 4.70 3.78 0.19
13 H 2.33 -2.90 -1.50
14 H -4.78 0.72 -1.70
15 C 3.28 2.23 0.59
16 H 2.07 -4.90 -0.05
17 C 0.21 1.00 1.09
18 C 2.86 -2.95 -0.54
19 C -3.28 2.27 -1.46
20 H -0.91 3.58 1.87
21 H 0.16 -3.36 -0.23
22 C 2.14 -3.91 0.40
23 C 2.94 -1.56 0.07
24 H -5.00 1.03 0.56
25 H -2.32 0.29 -0.15
26 H 2.34 2.49 -3.13
27 C -3.20 1.36 1.62
28 H -3.49 2.77 -2.40
29 N -3.32 0.05 -0.34
30 H -3.20 0.36 -2.41
31 C 2.61 2.42 -2.09
32 H 3.87 -3.32 -0.74
33 C 1.96 1.51 -1.27
34 H -3.25 -1.90 0.43
35 H 0.23 -4.06 1.40
36 H 3.46 -0.88 -0.61
37 C 3.93 3.14 -0.23
38 C 0.73 -3.39 0.70
39 O 0.13 1.81 2.12
40 H 1.18 0.89 -1.69
41 H -2.22 2.34 -1.26
42 C -3.39 -1.42 -0.54
43 H -0.98 2.81 3.48
44 H -3.81 2.80 -0.67
45 O -0.67 0.80 0.27
46 C -2.25 1.98 2.01
47 C 0.80 -1.99 1.30
48 O 2.14 0.37 2.28
49 C -2.31 -1.92 -1.49
50 H 0.98 -0.96 -0.57
51 H 3.53 2.18 1.64
52 H -2.50 -1.65 -2.52
53 C 2.31 1.39 0.07
54 C 3.60 3.23 -1.57
55 H -0.21 -1.61 1.50
56 H -1.34 -1.52 -1.19
57 C -1.02 2.62 2.40
58 H 2.70 -4.00 1.33

These are the Löwdin partial charges, in e, on atoms 1 to 8: H 0.14; C -0.24; H 0.14; H 0.13; H 0.11; H 0.11; C -0.36; H 0.13